Record 1
Below is a 5-piece molecular cluster, C45H50N4O12PS overall, with properties calculated with wB97M-V/def2-TZVPD.

As for the gap between HOMO and LUMO: 7.0 eV. The calculation puts the electronic energy at -3605.6689 Eh.

Structure (ORCA input):
```
! wB97M-V def2-TZVPD RIJCOSX def2/J DEFGRID3
* xyz 1 1
C 3.28 0.50 3.32
C 2.91 0.60 1.76
C 1.46 0.05 1.49
C 1.37 -1.56 1.54
N 0.61 0.70 0.51
C 0.54 1.27 -0.75
N 1.55 1.32 -1.64
S 1.14 2.18 -3.14
P 3.20 0.71 -1.78
C 3.16 -1.11 -1.21
O 4.25 1.60 -0.75
N -0.68 1.82 -1.13
C -1.49 1.52 -0.05
C -2.99 1.88 -0.07
O -3.61 0.89 -0.94
C -4.87 0.51 -0.46
C -5.08 -0.40 0.68
C -6.43 -0.78 1.14
C -6.56 -1.76 2.36
C -7.57 -0.23 0.43
C -7.37 0.66 -0.73
C -6.03 1.04 -1.22
C -5.87 1.97 -2.47
C -4.86 1.34 -3.56
C -7.24 2.17 -3.25
N -0.71 0.85 0.89
C -1.48 0.44 2.06
C -1.32 1.54 3.20
C -2.18 2.82 2.96
O -1.83 3.72 2.25
O -3.44 2.87 3.57
H 3.13 -0.59 3.58
H 2.62 1.14 3.96
H 4.36 0.76 3.48
H 3.73 0.06 1.24
H 2.91 1.70 1.52
H 1.04 0.29 2.52
H 0.76 -1.92 2.41
H 0.80 -1.90 0.62
H 2.38 -2.03 1.59
H 1.44 1.24 -4.10
H 3.59 -1.65 -2.11
H 2.12 -1.49 -1.12
H 3.86 -1.33 -0.38
H 5.16 1.32 -0.96
H -3.23 2.89 -0.47
H -3.52 1.78 0.92
H -4.22 -0.84 1.24
H -5.97 -1.35 3.23
H -6.13 -2.76 2.08
H -7.63 -1.93 2.65
H -8.59 -0.52 0.77
H -8.30 1.03 -1.21
H -5.41 2.95 -2.18
H -5.28 1.41 -4.59
H -4.65 0.26 -3.32
H -3.88 1.89 -3.50
H -7.70 1.15 -3.42
H -7.97 2.81 -2.69
H -7.04 2.61 -4.26
H -0.98 -0.48 2.50
H -2.54 0.14 1.90
H -0.24 1.89 3.20
H -1.55 1.16 4.22
H -3.38 3.59 4.22
C 0.01 1.37 7.09
C -0.26 2.17 8.13
C -1.23 1.76 9.17
O -1.47 2.48 10.12
C -1.88 0.44 9.03
C -1.61 -0.35 7.99
C -0.64 0.05 6.94
O -0.40 -0.67 6.00
H 0.71 1.65 6.31
H 0.21 3.14 8.25
H -2.58 0.16 9.80
H -2.07 -1.32 7.87
C 4.52 -4.63 -5.91
C 4.93 -3.84 -4.91
C 4.75 -4.24 -3.50
O 5.12 -3.52 -2.59
C 4.12 -5.55 -3.23
C 3.72 -6.34 -4.23
C 3.89 -5.94 -5.64
O 3.53 -6.66 -6.55
H 4.64 -4.35 -6.95
H 5.39 -2.88 -5.09
H 4.00 -5.83 -2.19
H 3.25 -7.30 -4.05
C 8.34 -4.47 2.48
C 8.27 -5.47 1.61
C 7.52 -5.34 0.34
O 7.45 -6.25 -0.46
C 6.84 -4.04 0.08
C 6.92 -3.04 0.95
C 7.67 -3.18 2.22
O 7.74 -2.26 3.01
H 8.89 -4.55 3.41
H 8.76 -6.43 1.78
H 6.30 -3.96 -0.85
H 6.43 -2.09 0.78
C -1.76 5.52 -7.42
C -0.43 5.42 -7.46
C 0.33 4.80 -6.36
O 1.54 4.71 -6.39
C -0.44 4.28 -5.20
C -1.77 4.38 -5.16
C -2.53 5.00 -6.27
O -3.74 5.09 -6.23
H -2.33 5.97 -8.22
H 0.15 5.79 -8.30
H 0.13 3.83 -4.40
H -2.35 4.01 -4.33
*
```

***

Record 2
Below is C45H50N7P2Sr as an isolated structure, with properties calculated with wB97M-V/def2-TZVPD.

As for the gap between HOMO and LUMO: 6.4 eV. The energy relative to the best compared isomer or geometry (same formula, charge and spin) is 0.00 kJ/mol. The calculation puts the electronic energy at -2841.3851 Eh.

Structure (ORCA input):
```
! wB97M-V def2-TZVPD RIJCOSX def2/J DEFGRID3
* xyz 1 1
Sr 0.42 0.58 0.54
C -2.69 0.57 1.42
C -2.92 0.50 -0.08
N -1.86 1.18 -0.81
C -2.03 2.62 -0.94
C -1.25 3.38 0.10
C -1.51 4.73 0.31
C -0.84 5.39 1.32
C 0.05 4.67 2.11
C 0.30 3.34 1.78
C 1.27 2.51 2.57
N 0.77 1.17 2.70
C -0.47 1.15 3.44
C -1.22 -0.14 3.19
N -1.55 -0.25 1.79
N -0.33 2.74 0.79
H -3.61 0.26 1.94
H -2.50 1.61 1.70
H -3.91 0.92 -0.31
H -2.92 -0.55 -0.39
H -1.83 0.76 -1.73
H -3.08 2.92 -0.86
H -1.67 2.94 -1.92
H -2.23 5.25 -0.30
H -1.04 6.43 1.52
H 0.54 5.12 2.96
H 1.42 3.00 3.55
H 2.23 2.49 2.05
H 1.46 0.58 3.17
H -1.08 1.99 3.11
H -0.32 1.29 4.52
H -2.12 -0.16 3.83
H -0.59 -0.97 3.49
H -1.80 -1.22 1.58
C 0.66 -2.60 1.24
P 2.30 -1.76 1.12
C 2.88 -1.49 2.83
C 4.17 -0.98 2.93
C 4.73 -0.69 4.15
C 3.98 -0.84 5.31
C 2.69 -1.33 5.23
C 2.14 -1.66 4.00
C 3.32 -3.24 0.74
C 3.62 -3.55 -0.58
C 4.38 -4.68 -0.86
C 4.85 -5.48 0.17
C 4.52 -5.18 1.48
C 3.75 -4.07 1.76
C 0.02 -2.47 -0.12
C -0.62 -3.44 -0.85
C -0.88 -2.87 -2.11
C -0.38 -1.59 -2.08
C -0.18 -0.63 -3.22
P 1.68 -0.28 -3.30
C 1.99 -1.09 -4.92
C 2.85 -2.18 -4.97
C 3.14 -2.77 -6.18
C 2.57 -2.29 -7.35
C 1.66 -1.25 -7.29
C 1.37 -0.65 -6.08
C 1.76 1.48 -3.84
C 2.65 1.90 -4.83
C 2.83 3.24 -5.10
C 2.10 4.19 -4.40
C 1.23 3.79 -3.40
C 1.10 2.45 -3.09
N 0.17 -1.32 -0.85
H 0.09 -2.10 2.01
H 0.78 -3.65 1.50
H 4.75 -0.85 2.02
H 5.75 -0.34 4.22
H 4.41 -0.61 6.27
H 2.10 -1.48 6.13
H 1.14 -2.08 3.97
H 3.23 -2.92 -1.37
H 4.61 -4.93 -1.89
H 5.46 -6.34 -0.05
H 4.86 -5.82 2.28
H 3.48 -3.85 2.79
H -0.88 -4.43 -0.53
H -1.38 -3.36 -2.93
H -0.68 0.33 -3.08
H -0.51 -1.08 -4.15
H 3.29 -2.54 -4.05
H 3.83 -3.61 -6.22
H 2.84 -2.73 -8.30
H 1.19 -0.90 -8.20
H 0.67 0.17 -6.04
H 3.20 1.16 -5.40
H 3.53 3.55 -5.86
H 2.20 5.24 -4.64
H 0.67 4.53 -2.85
H 0.50 2.13 -2.24
C 5.36 4.35 -0.67
N 4.50 3.19 -0.71
C 4.87 1.95 -1.13
C 3.79 1.14 -0.95
N 2.76 1.87 -0.43
C 3.22 3.09 -0.31
H 5.44 4.82 -1.65
H 6.35 4.05 -0.34
H 4.96 5.08 0.04
H 5.85 1.76 -1.50
H 3.66 0.09 -1.17
H 2.67 3.94 0.06
*
```

***

Record 3
Below is C45H50N8O3STi as an isolated structure, with properties calculated with wB97M-V/def2-TZVPD.

As for the expectation value of S²: 2.0993. As for the gap between HOMO and LUMO (alpha / beta): 4.8 / 5.7 eV. The energy relative to the best compared isomer or geometry (same formula, charge and spin) is 74.12 kJ/mol. The calculation puts the electronic energy at -3656.2769 Eh.

Structure (ORCA input):
```
! wB97M-V def2-TZVPD RIJCOSX def2/J DEFGRID3
* xyz -2 3
Ti -0.12 -0.33 -0.18
C 2.79 2.47 0.68
C 1.33 2.14 0.65
N 0.89 0.93 1.09
N 1.74 0.44 2.09
C 1.40 -0.70 2.57
N 2.17 -1.17 3.64
S 0.11 -1.72 2.02
C 0.35 3.13 0.26
C 0.68 4.18 -0.62
C -0.27 5.14 -0.92
C -1.53 5.05 -0.35
C -1.78 3.98 0.50
N -0.88 3.05 0.81
H 3.38 1.57 0.74
H 3.04 3.10 1.54
H 3.08 3.02 -0.22
H 3.07 -0.72 3.68
H 2.24 -2.18 3.66
H 1.65 4.21 -1.10
H -0.03 5.94 -1.62
H -2.31 5.77 -0.56
H -2.76 3.85 0.94
C -9.22 -2.84 0.80
O -8.71 -2.25 -0.36
C -8.22 -0.96 -0.22
C -7.34 -0.51 -1.21
C -6.82 0.77 -1.16
C -7.16 1.66 -0.12
C -8.06 1.19 0.85
C -8.58 -0.10 0.81
N -6.76 2.99 -0.04
N -5.69 3.41 -0.71
C -4.53 2.70 -0.83
C -3.69 3.04 -1.90
C -2.44 2.47 -2.10
C -1.94 1.54 -1.22
O -0.69 1.00 -1.32
C -2.72 1.16 -0.12
N -2.13 0.26 0.73
C -2.72 0.01 1.87
C -3.93 0.61 2.25
C -4.56 1.47 1.38
C -3.99 1.74 0.12
H -9.36 -3.90 0.58
H -10.18 -2.42 1.10
H -8.52 -2.74 1.64
H -7.07 -1.19 -2.00
H -6.13 1.09 -1.93
H -8.33 1.86 1.65
H -9.26 -0.41 1.59
H -4.06 3.79 -2.59
H -1.81 2.79 -2.92
H -2.22 -0.69 2.52
H -4.35 0.40 3.22
H -5.48 1.96 1.66
C 1.12 -1.42 -4.10
N 1.78 -0.15 -4.31
C 3.06 -0.35 -4.95
C 1.83 0.67 -3.08
C 2.59 0.03 -1.92
C 3.98 0.15 -1.97
C 4.81 -0.55 -1.10
C 4.21 -1.39 -0.18
C 2.83 -1.46 -0.10
C 1.95 -0.73 -0.91
H 1.01 -1.94 -5.05
H 0.12 -1.26 -3.68
H 1.66 -2.08 -3.40
H 2.90 -0.81 -5.93
H 3.75 -0.99 -4.38
H 3.56 0.62 -5.10
H 0.80 0.85 -2.79
H 2.28 1.63 -3.35
H 4.42 0.80 -2.72
H 5.89 -0.43 -1.15
H 4.82 -1.98 0.49
H 2.42 -2.10 0.68
C 2.10 -4.64 -0.86
C 0.71 -4.13 -0.52
C 0.07 -5.01 0.56
C -0.21 -4.02 -1.71
C -0.28 -5.08 -2.61
C -1.16 -5.07 -3.68
C -2.00 -3.98 -3.82
C -1.97 -2.90 -2.95
C -2.99 -1.80 -3.18
C -2.34 -0.56 -3.81
C -3.83 -1.48 -1.94
C -1.02 -2.88 -1.89
O -0.91 -1.83 -1.08
H 2.76 -4.57 0.01
H 2.55 -4.06 -1.67
H 2.09 -5.69 -1.17
H 0.81 -3.14 -0.10
H -0.06 -6.03 0.21
H -0.92 -4.62 0.84
H 0.69 -5.02 1.46
H 0.36 -5.94 -2.46
H -1.19 -5.89 -4.38
H -2.72 -3.95 -4.64
H -3.68 -2.20 -3.93
H -1.59 -0.13 -3.15
H -3.09 0.21 -3.99
H -1.86 -0.81 -4.75
H -3.20 -1.24 -1.09
H -4.43 -2.35 -1.67
H -4.49 -0.64 -2.13
*
```

***

Record 4
Below is C45H51BF6LaN12O2PS2Si as an isolated structure, with properties calculated with wB97M-V/def2-TZVPD.

As for the expectation value of S²: 0.7626. As for the gap between HOMO and LUMO (alpha / beta): 6.4 / 6.3 eV. The energy relative to the best compared isomer or geometry (same formula, charge and spin) is 23.02 kJ/mol. The calculation puts the electronic energy at -4636.3653 Eh.

Structure (ORCA input):
```
! wB97M-V def2-TZVPD RIJCOSX def2/J DEFGRID3
* xyz -1 2
La 1.01 -0.82 -1.61
C -0.93 -0.82 -4.71
C -1.01 0.72 -4.58
N -0.73 1.20 -3.22
C -1.85 1.83 -2.53
C -2.09 1.25 -1.13
N -1.64 -0.12 -0.95
C -2.55 -1.17 -1.41
C -2.51 -1.33 -2.92
N -1.14 -1.47 -3.41
H 0.05 -1.11 -5.07
H -1.66 -1.16 -5.45
H -1.99 1.07 -4.89
H -0.28 1.14 -5.28
H 0.09 1.79 -3.22
H -2.75 1.72 -3.14
H -1.69 2.91 -2.42
H -3.16 1.35 -0.88
H -1.52 1.84 -0.41
H -1.49 -0.26 0.04
H -3.58 -0.97 -1.09
H -2.24 -2.11 -0.94
H -2.96 -0.46 -3.39
H -3.12 -2.19 -3.21
H -0.93 -2.46 -3.53
B -0.69 -1.84 1.91
N 0.34 -2.92 1.52
C 0.84 -3.90 2.29
C 1.95 -4.43 1.66
C 2.06 -3.68 0.49
N 1.09 -2.78 0.41
N 0.12 -0.53 2.15
C 0.44 0.00 3.34
C 1.45 0.93 3.16
C 1.70 0.89 1.79
N 0.90 0.01 1.18
H -1.23 -2.16 2.95
H -1.49 -1.70 1.01
H 0.37 -4.14 3.23
H 2.59 -5.23 2.00
H 2.79 -3.77 -0.30
H -0.07 -0.34 4.23
H 1.94 1.53 3.90
H 2.38 1.48 1.21
S 2.48 1.80 -1.29
C 3.65 1.95 -2.59
C 4.75 2.79 -2.41
C 5.69 2.99 -3.41
C 6.81 3.88 -3.17
N 7.69 4.58 -2.95
C 5.54 2.33 -4.63
C 4.46 1.49 -4.82
C 3.51 1.27 -3.82
S 2.15 0.22 -4.13
C 6.47 2.54 -5.71
N 7.21 2.70 -6.58
H 4.87 3.31 -1.47
H 4.35 0.97 -5.77
F 0.80 -3.60 -2.21
P 2.04 -3.79 -3.30
F 2.72 -4.87 -2.34
F 3.23 -3.85 -4.34
F 2.79 -2.58 -2.45
F 1.28 -2.66 -4.17
F 1.22 -4.94 -4.06
O 3.44 -0.95 -0.30
H 3.26 -1.05 0.64
H 3.60 0.00 -0.44
C 3.79 5.12 5.42
C 2.29 5.31 5.43
C 1.72 6.57 5.40
C 0.35 6.74 5.36
C -0.49 5.64 5.35
N -1.90 5.86 5.32
C -2.90 5.04 4.85
O -4.02 5.08 5.32
N -2.59 4.15 3.83
C -1.64 4.24 2.79
C -1.06 5.42 2.36
C -0.13 5.36 1.33
C 0.18 4.13 0.76
N -0.41 3.00 1.15
C -1.29 3.06 2.14
C 0.06 4.37 5.40
C 1.43 4.21 5.43
H 4.30 6.00 5.81
H 4.16 4.95 4.41
H 4.08 4.26 6.03
H 2.36 7.45 5.40
H -0.08 7.74 5.32
H -2.26 6.56 5.94
H -3.30 3.44 3.74
H -1.34 6.37 2.80
H 0.35 6.26 0.97
H 0.92 4.04 -0.03
H -1.74 2.12 2.45
H -0.58 3.50 5.41
H 1.85 3.21 5.47
C -3.69 -5.20 3.49
C -2.54 -5.94 3.24
C -1.93 -5.86 2.00
C -2.44 -5.05 0.98
C -3.59 -4.30 1.27
C -4.21 -4.37 2.50
Si -1.55 -4.97 -0.63
C -2.52 -5.00 -2.20
C -3.88 -4.66 -2.28
C -4.54 -4.62 -3.50
C -3.85 -4.90 -4.67
C -2.50 -5.25 -4.61
C -1.85 -5.30 -3.39
H -4.17 -5.26 4.46
H -2.13 -6.58 4.01
H -1.02 -6.44 1.82
H -3.98 -3.61 0.53
H -5.09 -3.78 2.70
H -0.30 -5.76 -0.65
H -4.45 -4.44 -1.38
H -5.59 -4.36 -3.54
H -4.35 -4.85 -5.63
H -1.96 -5.48 -5.52
H -0.80 -5.56 -3.37
*
```